1.
DFT (ωB97M-V with the def2-TZVPD basis set) results for a cluster of 2 separate species, C4H12NO2 in total in a non-equilibrium geometry.

Structure (ORCA input):
```
! RIJCOSX wB97M-V def2-TZVPD def2/J DEFGRID3
* xyz -1 1
C 2.57466 0.86644 -0.43019
C 1.47027 1.57983 0.37517
N 0.12930 1.07306 0.19218
C -0.19065 -0.06874 1.05824
C -1.41766 -0.75838 0.53939
O -1.17391 -1.30390 -0.71606
H 3.03564 1.51542 -1.17445
H 3.35951 0.39542 0.18183
H 2.16094 0.03798 -1.02318
H 1.50013 2.63746 0.10416
H 1.70716 1.56747 1.43308
H -0.09785 0.82357 -0.76014
H 0.65313 -0.76980 1.03526
H -0.22778 0.31292 2.09666
H -2.23945 -0.01163 0.47256
H -1.75648 -1.53237 1.25860
H -2.76914 -1.66899 -1.03388
H -3.13903 -2.56217 -2.18195
O -3.57881 -2.13358 -1.42728
*
```

Results
HOMO energy	-3.08	eV

Here are the Mulliken charges for atoms 1 to 5, given in e: -0.957 -0.574 -0.467 -0.411 -0.620

***

2.
DFT (ωB97M-V with the def2-TZVPD basis set) results for a cluster of 2 separate species, C4H12NO2 in total in a non-equilibrium geometry.

Structure (ORCA input):
```
! RIJCOSX wB97M-V def2-TZVPD def2/J DEFGRID3
* xyz 0 2
C -0.71022 -0.13633 0.63742
N 0.75098 -0.17427 0.67735
C 1.37290 0.87482 1.45771
O 1.83011 1.93879 0.75355
C -1.31811 -1.42648 0.12335
C -1.73678 -1.32821 -1.33509
H -1.19415 0.69983 0.10977
H -1.03199 0.11151 1.65787
H 1.07663 -0.10764 -0.28529
H 2.14995 0.35496 2.04143
H 0.67875 1.35112 2.17607
H -0.72487 -2.32348 0.32192
H -2.18486 -1.77689 0.68583
H -2.58780 -0.65391 -1.48397
H -2.27665 -2.20664 -1.71083
H -0.88331 -1.10132 -1.97045
H 2.56538 2.60470 -1.52467
H 1.99835 1.59269 -0.67581
O 2.22567 1.70676 -1.65616
*
```

Results
HOMO energy (alpha / beta)	-9.77 / -9.69	eV
<S²>	0.755

Here are the Mulliken charges for atoms 1 to 5, given in e: -0.527 -0.312 -0.145 -0.455 -0.618

***

3.
DFT (ωB97M-V with the def2-TZVPD basis set) results for the molecule C4H12NO2 in a non-equilibrium geometry.

Structure (ORCA input):
```
! RIJCOSX wB97M-V def2-TZVPD def2/J DEFGRID3
* xyz 0 2
C 0.32403 0.99516 0.82942
O 0.61895 0.73283 2.25155
C -0.45344 -0.31649 0.39469
C -0.63527 -0.27536 -1.08311
C -1.27516 0.97034 -1.70006
O 0.67960 -0.59249 -1.58289
N 0.46835 -1.48443 0.80400
H 1.08889 1.19437 0.08277
H -0.29301 1.95334 1.02273
H 1.57834 0.76824 2.39223
H -1.28731 -0.45392 1.01939
H -1.25655 -1.18149 -1.33025
H -0.97065 0.99372 -2.76039
H -2.33053 0.82468 -1.88759
H -1.19404 1.87429 -1.12964
H 1.15710 0.15051 -1.93436
H 0.10183 -2.49644 0.89260
H 1.32210 -1.29089 0.22060
H 0.65598 -1.31003 1.78894
*
```

Results
HOMO energy (alpha / beta)	-3.25 / -10.80	eV
<S²>	0.751

Here are the Mulliken charges for atoms 1 to 5, given in e: -1.014 -0.076 -0.392 0.186 -1.296

***

4.
DFT (ωB97M-V with the def2-TZVPD basis set) results for a cluster of 2 separate species, C4H12NO2 in total in a non-equilibrium geometry.

Structure (ORCA input):
```
! RIJCOSX wB97M-V def2-TZVPD def2/J DEFGRID3
* xyz 0 2
O -0.61932 -1.77298 0.29810
C -0.03917 -1.02985 1.18276
C 0.21849 0.40929 0.79078
C 1.42647 0.62035 -0.14630
C 2.45054 1.57638 0.43565
N -1.03086 0.72917 0.03702
H 0.67607 -1.42115 1.92275
H 0.23309 1.03378 1.68766
H 1.93120 -0.31782 -0.33454
H 1.09866 0.99902 -1.12918
H 3.01235 1.02526 1.20470
H 1.98395 2.41638 0.94579
H 3.17964 1.96378 -0.28532
H -1.20782 1.65460 -0.34198
H -1.11858 0.08876 -0.76929
H -1.83838 0.44800 0.59925
H -2.42601 -1.55824 -1.86931
H -1.64714 -0.78813 -2.92811
O -2.13648 -0.66402 -2.10715
*
```

Results
HOMO energy (alpha / beta)	-4.55 / -7.71	eV
<S²>	0.753

Here are the Mulliken charges for atoms 1 to 5, given in e: -0.616 -0.655 0.249 -0.460 -1.249

***

5.
DFT (ωB97M-V with the def2-TZVPD basis set) results for a cluster of 2 separate species, C4H12NO2 in total in a non-equilibrium geometry.

Structure (ORCA input):
```
! RIJCOSX wB97M-V def2-TZVPD def2/J DEFGRID3
* xyz 1 1
C -1.09893 -0.08851 -1.14698
C -0.32032 0.31911 -0.00611
C 0.98288 1.04525 -0.22939
C 2.01748 0.24096 -1.12517
O 1.96489 -0.87737 -1.71872
N -1.18117 1.16130 0.97490
H -2.08925 -0.53501 -1.01596
H -1.19398 0.62231 -2.00023
H -0.66459 -0.89892 -1.74643
H -0.05842 -0.63769 0.54832
H 0.76446 2.04428 -0.74916
H 1.53038 1.15811 0.72917
H 3.03670 0.63007 -1.14769
H -0.83657 1.57799 1.86001
H -1.92668 1.90774 0.64577
H -1.76649 0.53069 1.55180
H 0.54798 -2.99007 0.81226
H 0.02554 -2.87262 2.25013
O 0.26609 -2.33764 1.51347
*
```

Results
HOMO energy	-13.55	eV

Here are the Mulliken charges for atoms 1 to 5, given in e: -1.591 1.126 -0.742 -0.065 -0.460

***

6.
DFT (ωB97M-V with the def2-TZVPD basis set) results for a cluster of 3 separate species, C4H12NO2 in total in a non-equilibrium geometry.

Structure (ORCA input):
```
! RIJCOSX wB97M-V def2-TZVPD def2/J DEFGRID3
* xyz 1 1
C 0.26807 -2.31435 -1.19862
C -0.22375 -1.09020 -0.42593
C -0.34858 0.23908 -1.28101
C 0.72159 0.07936 -0.15895
O 0.46731 0.75322 0.95624
N -0.05681 2.99934 -0.46219
H 1.12833 -2.91983 -0.86835
H -0.54461 -2.92306 -1.41571
H 0.49881 -1.81838 -2.19531
H -1.05418 -1.39285 0.17656
H -1.28557 0.71913 -1.15368
H 0.14692 0.48091 -2.25204
H 1.73175 -0.07799 -0.51462
H 0.79530 3.48064 -0.78132
H -0.69237 3.65870 -0.00967
H 0.20649 2.24844 0.22144
H -1.45117 -0.88510 2.81889
H -0.33289 -0.19434 1.90317
O -0.62394 -1.11010 2.25539
*
```

Results
HOMO energy	-14.78	eV

Here are the Mulliken charges for atoms 1 to 5, given in e: -1.163 -0.027 -0.713 0.634 -0.546

***

7.
DFT (ωB97M-V with the def2-TZVPD basis set) results for a cluster of 3 separate species, C4H12NO2 in total in a non-equilibrium geometry.

Structure (ORCA input):
```
! RIJCOSX wB97M-V def2-TZVPD def2/J DEFGRID3
* xyz 1 1
C 0.50012 0.64426 2.87569
C 0.42297 -0.13306 1.59591
C 1.17599 -1.16465 1.25090
C -0.49234 1.65203 0.28559
N -0.41007 0.41673 0.57417
H -0.46124 1.12160 3.09587
H 0.51075 -0.10158 3.66964
H 1.37634 1.27597 2.96725
H 0.97684 -1.63792 0.29526
H 2.03288 -1.48787 1.82429
H -1.06253 1.99952 -0.57037
H 0.01093 2.37551 0.92461
H -0.72172 -0.24775 -0.16603
H 0.33230 -0.80039 -3.92992
H -0.30254 0.15971 -4.94755
O -0.20091 -0.00076 -4.00308
H -1.51130 -2.03457 -1.65297
H -1.02298 -0.89651 -2.51359
O -1.15350 -1.14025 -1.57569
*
```

Results
HOMO energy	-14.12	eV

Here are the Mulliken charges for atoms 1 to 5, given in e: -1.370 0.792 -0.910 -0.226 0.128

***

8.
DFT (ωB97M-V with the def2-TZVPD basis set) results for the molecule C4H12NO2PS in a non-equilibrium geometry.

Structure (ORCA input):
```
! RIJCOSX wB97M-V def2-TZVPD def2/J DEFGRID3
* xyz 0 1
O 2.24042 2.65840 -1.18592
O 2.17659 1.80144 0.90561
S -2.31333 -0.59207 1.54093
N 0.30316 0.47697 -2.48818
C -2.20539 -2.44213 1.60993
C -0.53638 -0.08302 1.24065
C -0.58983 0.32911 -0.27731
C 0.67742 0.23357 -1.08911
P 2.27193 1.30986 -0.56524
H 2.72885 2.60218 0.79591
H -0.32899 -0.15432 -2.93363
H 0.08192 1.48321 -2.64093
H -3.23310 -2.89840 1.25168
H -1.32990 -2.86041 0.96331
H -2.12314 -2.70935 2.64444
H 0.08879 -0.94122 1.28023
H -0.27008 0.72297 1.95973
H -0.82232 1.39574 -0.21352
H -1.31690 -0.28040 -0.88130
H 1.08226 -0.70550 -0.97445
H 3.41802 0.65336 -0.94280
*
```

Results
SMILES	CSCC[C@@H](N)[P@@H](=O)O
HOMO energy	-8.46	eV

Here are the Mulliken charges for atoms 1 to 5, given in e: -0.698 -0.437 -0.099 -0.610 -0.709

***

9.
DFT (ωB97M-V with the def2-TZVPD basis set) results for a cluster of 2 separate species, C4H12NO2S in total in a non-equilibrium geometry.

Structure (ORCA input):
```
! RIJCOSX wB97M-V def2-TZVPD def2/J DEFGRID3
* xyz 1 1
O 1.47130 -0.51199 -1.72311
C 1.27920 -0.40680 -0.30360
C -0.18415 -0.18523 -0.02372
C -0.81310 1.04376 -0.48283
C -0.61763 2.25734 0.44071
S -1.26291 1.86874 2.11013
N -0.88674 -1.33877 0.33118
H 1.87218 0.41351 0.11289
H 1.59347 -1.34616 0.14910
H -1.89601 0.93475 -0.67257
H -0.37977 1.30037 -1.47264
H 0.42895 2.55638 0.60671
H -1.08997 3.14378 -0.00637
H -0.57256 0.69952 2.25859
H -1.42136 -1.35239 1.19448
H 2.01852 0.23880 -1.98082
H -1.48626 -1.60936 -0.45033
H 1.04224 -3.34200 -2.31082
H 1.87621 -4.61918 -1.99085
O 1.85773 -3.66248 -1.91944
*
```

Results
HOMO energy	-13.51	eV

Here are the Mulliken charges for atoms 1 to 5, given in e: -0.460 -0.574 0.330 -0.381 -0.719

***

10.
DFT (ωB97M-V with the def2-TZVPD basis set) results for a structure of composition C4H12NO3 in a non-equilibrium geometry.

Structure (ORCA input):
```
! RIJCOSX wB97M-V def2-TZVPD def2/J DEFGRID3
* xyz 1 1
C 1.49597 -1.41505 0.23406
C 0.06463 -1.14517 0.78891
C -0.80534 -0.18529 -0.05979
C 0.27835 0.78139 -0.69257
O 1.07022 1.55300 0.20676
O 0.32727 0.78992 -1.99912
N 1.68779 -1.26193 -1.18674
H 2.22936 -0.77256 0.72126
H 1.89477 -2.41803 0.43541
H 0.29650 -0.58004 1.70681
H -0.38043 -2.06601 1.13143
H -1.44688 0.51176 0.42149
H -1.25363 -0.70235 -0.91496
H 1.11098 2.42001 -0.26623
H 2.72401 -1.13726 -1.30860
H 1.32635 -2.07061 -1.69295
H 0.88169 -0.08282 -1.33083
H -3.97041 2.53102 0.47804
H -4.01661 2.85304 1.98714
O -3.51458 2.39698 1.34048
*
```

Results
HOMO energy	-14.40	eV

Here are the Mulliken charges for atoms 1 to 5, given in e: -0.822 -0.558 -0.537 0.622 -0.367

***

11.
DFT (ωB97M-V with the def2-TZVPD basis set) results for a cluster of 3 separate species, C4H12NO3S in total in a non-equilibrium geometry.

Structure (ORCA input):
```
! RIJCOSX wB97M-V def2-TZVPD def2/J DEFGRID3
* xyz -1 1
O -2.87748 -1.22293 1.27041
C -1.70265 -0.86681 1.27916
N -0.75602 -1.43376 0.50521
C 0.65699 -0.99580 0.31281
C 1.03834 0.11574 1.28340
S 2.71911 0.81867 0.96601
C 0.89755 -0.71768 -1.16809
H -1.34100 -0.15557 2.00265
H -1.06552 -2.00568 -0.26867
H 1.25516 -1.86317 0.55681
H 1.06370 -0.33800 2.26321
H 0.37698 0.97910 1.24695
H 1.63115 0.08698 -1.28096
H 1.33404 -1.56657 -1.68294
H 0.03038 -0.27865 -1.66772
H 1.64337 2.99384 -1.08930
H 1.53579 2.71839 0.35550
O 1.00719 3.12286 -0.37558
H -2.67332 -0.13571 -0.81884
H -1.94657 0.44413 -2.02335
O -2.82715 0.30062 -1.66668
*
```

Results
HOMO energy	-3.39	eV

Here are the Mulliken charges for atoms 1 to 5, given in e: -0.618 -0.162 -0.089 0.640 -1.319

***

12.
DFT (ωB97M-V with the def2-TZVPD basis set) results for a cluster of 2 separate species, C4H12NOS in total in a non-equilibrium geometry.

Structure (ORCA input):
```
! RIJCOSX wB97M-V def2-TZVPD def2/J DEFGRID3
* xyz -1 1
N -1.64419 1.49983 -0.82404
C -1.62389 1.43402 0.67493
O -0.61428 0.71648 1.23782
H -1.75872 0.55640 -1.20058
H -2.42644 2.10884 -1.11213
H -1.56814 2.57885 1.01395
H -2.61718 1.01926 0.97656
C 1.18734 0.59019 -0.94804
C 1.04082 -0.95160 -0.68161
C 1.29687 -1.38752 0.75659
S 0.93039 -3.17188 1.12133
H 1.03035 0.85101 -2.01261
H 2.10590 0.96876 -0.55119
H 0.36884 1.01596 -0.33804
H -0.00100 -1.28938 -0.97886
H 1.73758 -1.60873 -1.36612
H 0.51719 -0.89331 1.32647
H 2.26288 -1.08673 1.10379
H -0.22433 -2.95044 1.80178
*
```

Results
HOMO energy	-2.92	eV

Here are the Mulliken charges for atoms 1 to 5, given in e: -0.561 -0.520 -0.816 0.124 0.254

***

13.
DFT (ωB97M-V with the def2-TZVPD basis set) results for a cluster of 2 separate species, C4H12NOS in total in a non-equilibrium geometry.

Structure (ORCA input):
```
! RIJCOSX wB97M-V def2-TZVPD def2/J DEFGRID3
* xyz -1 1
C -1.90848 0.17516 -1.35155
N -1.06658 0.14602 -0.16421
C 0.41924 -0.06226 -0.43819
C 1.35594 0.19401 0.77914
S 1.97638 -1.36843 1.47120
C -1.76807 -1.03758 -2.29808
H -2.93814 0.33971 -1.01467
H -1.62998 1.02745 -1.97752
H -1.23996 -0.71894 0.35106
H 0.60858 0.70524 -1.21194
H 0.57112 -1.02795 -0.91333
H 0.72050 0.71728 1.49476
H 2.18503 0.79319 0.43777
H -1.92981 -1.93163 -1.67625
H -2.36631 -0.93990 -3.20121
H -0.70606 -1.18092 -2.47806
H -0.47462 2.60006 1.59004
H -0.97661 2.01477 0.27744
O -0.71296 2.85617 0.72205
*
```

Results
HOMO energy	-2.48	eV

Here are the Mulliken charges for atoms 1 to 5, given in e: -0.426 -0.445 -0.655 -0.479 -0.674

***

The evaluated total energy for the records listed, in turn: -9927.6114, -9924.5391, -9923.0753, -9924.8638, -9919.4928, -9914.0828, -9920.3396, -30050.8316, -20753.1486, -11965.1221, -22812.1457, -18714.6109, -18715.8708 eV.